[1]
Computed, not measured: a 16-piece molecular cluster, C4H30BO23 overall, with wB97M-V/def2-TZVPD.

Summary:
**Multiplicity**: 1
**Kohn-Sham gap**: 10.081 eV
**Energy relative to the best compared isomer or geometry (same formula, charge and spin)**: 214.8 kJ/mol
**E**: -52412.3991 eV
**Charge**: -1

Element x y z (Å)
H -2.36947 4.77162 2.04481
H 2.34072 -2.81578 2.76554
H -3.41156 1.83798 -2.00043
O 0.93246 -0.47307 -1.07977
O 0.48135 0.81763 3.34752
O -0.89535 -4.44302 -0.01873
C 0.00579 2.00646 1.23814
H 0.29615 4.19294 5.88448
H -1.24215 -3.79928 -0.63644
H 3.96451 -2.39117 -0.27495
H 0.57802 -1.02279 -5.32691
H -0.46167 4.43953 -2.62400
H -0.60231 4.19348 -1.13687
H 1.13819 1.28312 5.95990
H -1.78335 -3.42625 -3.07469
H 0.51563 3.41485 4.60452
H -0.04933 -0.86531 3.92960
O 0.16036 -0.22243 -5.64506
H 1.64866 -1.96329 1.72333
O 2.42884 -1.99737 -5.10080
O -4.38712 -0.83654 0.13545
H 1.96191 4.33387 1.86866
O -3.28693 1.72473 -1.05816
O -0.12832 1.54551 -0.01228
H -4.41486 -1.15391 -0.76718
O 2.48881 -2.08476 2.16562
O 0.49109 1.35524 6.66153
H -2.98710 -3.75400 -3.93228
O 3.60420 -2.10855 -1.11550
O 0.00459 4.08157 -1.86856
H -1.07643 5.55805 2.00651
O -1.98941 -2.39302 -1.55985
O 1.84557 4.86647 1.08188
O -1.87675 5.39251 1.50819
O 0.29036 -0.30577 1.32848
C 0.25528 -1.35258 -1.83916
H -1.60340 -5.07811 0.08881
H -0.30305 -2.35093 3.78651
O -0.05382 3.17302 1.61407
O -0.49656 -1.60065 4.34853
O 0.69450 -1.92961 -2.84109
B -0.04249 0.09822 -0.06779
O -1.31874 -0.53954 -0.42852
C -1.15529 -1.50552 -1.32783
H 2.91928 -1.35132 -4.59255
H 1.70020 -2.24694 -4.53243
H 0.44713 2.29226 6.85207
H -3.70302 -0.16704 0.13352
H 0.46718 -0.13401 -6.54744
C 0.21524 0.79098 2.16146
O 2.39219 -4.48898 -2.89480
H 3.24254 -1.23953 -0.94157
O 0.66262 4.27229 5.00378
H 2.64599 -5.15274 -2.25353
O -2.02992 -3.75733 -3.93830
H 1.36683 4.29972 0.47704
H -2.40563 2.05869 -0.89080
H 1.88768 -3.84976 -2.39171

=====

[2]
Computed, not measured: one molecule with the formula C4H9N, with wB97M-V/def2-TZVPD.

Summary:
**Multiplicity**: 1
**Kohn-Sham gap**: 9.301 eV
**Energy relative to the best compared isomer or geometry (same formula, charge and spin)**: 115.2 kJ/mol
**E**: -5782.6176 eV
**Charge**: 0
**SMILES**: C=C(C)NC

Element x y z (Å)
C 0.02189 1.37700 -0.79087
N 0.06790 -0.27660 0.93554
H -2.33338 -0.87427 -0.37448
C 1.51491 -0.40025 1.15830
H 1.78334 -1.41272 1.48564
H 0.87643 1.80361 -0.28800
C -1.47558 -0.59827 -0.98141
H -1.79403 -0.12751 -1.91777
C -0.50812 0.26803 -0.23006
H -0.45757 -0.12581 1.78381
H 1.95585 -0.07442 0.22345
H -0.98333 -1.47893 -1.40502
H -0.44658 1.77390 -1.67543
H 1.77828 0.14624 2.07631

=====

[3]
Computed, not measured: one molecule with the formula C10H15BrO2, with wB97M-V/def2-TZVPD.

Summary:
**Multiplicity**: 1
**Kohn-Sham gap**: 8.440 eV
**E**: -84747.5718 eV
**Charge**: 0
**SMILES**: CC(C)=C[C@@H](O)C(C)(C)C(Br)=C=O

Element x y z (Å)
H -2.68644 -1.88036 1.84595
C 0.71957 -1.48042 -0.76354
C 1.59261 0.45952 -2.21889
C -0.58105 0.25773 1.09949
H -0.15511 -1.36467 -1.37438
H -0.53874 1.24961 -0.81711
H -2.61060 0.82350 -0.93086
H 1.62595 1.81958 0.83781
H -3.90575 -0.04019 -0.07931
H -2.39613 -0.94020 -0.90826
C 3.38440 1.12062 0.08204
H 0.05476 0.06144 2.02590
H 0.30508 -1.96301 0.21944
C 1.25545 -0.03574 -0.76919
O 4.14644 1.97769 0.21887
H 2.34238 -0.32549 -2.69838
H 1.37339 -2.07548 -1.28012
C 0.18445 0.92058 -0.04933
H -3.64525 -0.36147 2.07425
C 2.49746 0.15875 0.10111
H 0.68689 0.52642 -2.69778
C -2.71289 -0.04841 -0.23930
C -2.62335 -0.74721 2.13987
C -1.85744 -0.07759 1.03634
H 2.05751 1.46427 -2.10624
O 0.76475 2.08584 0.45467
Br 2.88241 -1.07997 1.61620
H -2.16079 -0.50537 3.18076

=====

[4]
Computed, not measured: a 4-piece molecular cluster, H8O4 overall, with wB97M-V/def2-TZVPD.

Summary:
**Multiplicity**: 1
**Kohn-Sham gap**: 10.950 eV
**Energy relative to the best compared isomer or geometry (same formula, charge and spin)**: 74.5 kJ/mol
**E**: -8319.9041 eV
**Charge**: 0
**SMILES**: O.O.O.O

Element x y z (Å)
O -1.27962 2.41570 -1.36022
O -1.40898 -0.30641 -0.33271
H 1.76895 0.32261 1.54704
H -0.33152 2.46571 -1.18984
H -0.54392 -0.04590 0.00443
O 1.09784 -0.36297 1.44057
H 0.28030 -2.57430 -0.52785
O 1.20729 -2.77225 -0.34303
H -1.64634 3.21829 -0.96924
H -1.79998 0.51546 -0.66918
H 1.13237 -0.87746 2.25737
H 1.52361 -1.99850 0.14267

=====

Repeat the first record exactly.
Computed, not measured: a 16-piece molecular cluster, C4H30BO23 overall, with wB97M-V/def2-TZVPD.

Summary:
**Multiplicity**: 1
**Kohn-Sham gap**: 10.081 eV
**Energy relative to the best compared isomer or geometry (same formula, charge and spin)**: 214.8 kJ/mol
**E**: -52412.3991 eV
**Charge**: -1

Element x y z (Å)
H -2.36947 4.77162 2.04481
H 2.34072 -2.81578 2.76554
H -3.41156 1.83798 -2.00043
O 0.93246 -0.47307 -1.07977
O 0.48135 0.81763 3.34752
O -0.89535 -4.44302 -0.01873
C 0.00579 2.00646 1.23814
H 0.29615 4.19294 5.88448
H -1.24215 -3.79928 -0.63644
H 3.96451 -2.39117 -0.27495
H 0.57802 -1.02279 -5.32691
H -0.46167 4.43953 -2.62400
H -0.60231 4.19348 -1.13687
H 1.13819 1.28312 5.95990
H -1.78335 -3.42625 -3.07469
H 0.51563 3.41485 4.60452
H -0.04933 -0.86531 3.92960
O 0.16036 -0.22243 -5.64506
H 1.64866 -1.96329 1.72333
O 2.42884 -1.99737 -5.10080
O -4.38712 -0.83654 0.13545
H 1.96191 4.33387 1.86866
O -3.28693 1.72473 -1.05816
O -0.12832 1.54551 -0.01228
H -4.41486 -1.15391 -0.76718
O 2.48881 -2.08476 2.16562
O 0.49109 1.35524 6.66153
H -2.98710 -3.75400 -3.93228
O 3.60420 -2.10855 -1.11550
O 0.00459 4.08157 -1.86856
H -1.07643 5.55805 2.00651
O -1.98941 -2.39302 -1.55985
O 1.84557 4.86647 1.08188
O -1.87675 5.39251 1.50819
O 0.29036 -0.30577 1.32848
C 0.25528 -1.35258 -1.83916
H -1.60340 -5.07811 0.08881
H -0.30305 -2.35093 3.78651
O -0.05382 3.17302 1.61407
O -0.49656 -1.60065 4.34853
O 0.69450 -1.92961 -2.84109
B -0.04249 0.09822 -0.06779
O -1.31874 -0.53954 -0.42852
C -1.15529 -1.50552 -1.32783
H 2.91928 -1.35132 -4.59255
H 1.70020 -2.24694 -4.53243
H 0.44713 2.29226 6.85207
H -3.70302 -0.16704 0.13352
H 0.46718 -0.13401 -6.54744
C 0.21524 0.79098 2.16146
O 2.39219 -4.48898 -2.89480
H 3.24254 -1.23953 -0.94157
O 0.66262 4.27229 5.00378
H 2.64599 -5.15274 -2.25353
O -2.02992 -3.75733 -3.93830
H 1.36683 4.29972 0.47704
H -2.40563 2.05869 -0.89080
H 1.88768 -3.84976 -2.39171